[1]
ORCA calculation (ωB97M-V with the def2-TZVPD basis set) on a structure of composition C20H23Cl2F14GaMgN2O4PS in a non-equilibrium geometry.

The geometry in XYZ format:
```
69
C20H23Cl2F14GaMgN2O4PS (ωB97M-V with the def2-TZVPD basis set)
N -5.29 -1.32 -2.79
P -4.23 -2.48 -2.48
Ga -3.29 -2.24 -0.27
C -3.00 -4.12 0.49
C -3.82 -4.40 1.81
C -2.89 -4.96 2.98
C -1.92 -3.87 3.51
O -2.06 -3.46 4.64
O -0.88 -3.37 2.76
N -4.67 -1.34 0.79
C -5.75 -1.74 0.50
S -7.08 -2.69 0.52
C -1.59 -1.12 -0.50
F -0.54 -1.82 0.14
F -1.18 -1.04 -1.83
C -1.60 0.30 0.16
F -1.78 0.16 1.50
F -0.28 0.82 -0.01
C -2.57 1.34 -0.53
F -3.45 0.78 -1.42
F -1.79 2.20 -1.27
C -3.40 2.24 0.45
F -4.26 2.99 -0.33
F -4.18 1.58 1.32
F -2.59 3.16 1.06
H -6.22 -1.72 -3.00
H -3.15 -2.34 -3.49
H -4.93 -3.73 -2.62
H -1.89 -4.23 0.64
H -3.33 -4.85 -0.29
H -4.27 -3.46 2.24
H -4.69 -5.08 1.64
H -2.33 -5.83 2.56
H -3.58 -5.25 3.80
H -0.30 -2.94 3.43
Mg 1.44 0.35 1.42
C 0.88 0.75 -3.79
Cl 0.01 -0.32 -4.89
Cl 2.62 0.70 -4.06
H 0.53 1.77 -3.95
H 0.68 0.44 -2.77
C 7.52 -1.45 2.34
C 6.15 -1.29 2.23
C 5.39 -0.97 3.35
C 6.01 -0.79 4.58
C 7.39 -0.94 4.69
C 8.14 -1.27 3.58
H 8.11 -1.71 1.47
H 5.67 -1.43 1.27
H 4.32 -0.85 3.26
H 5.42 -0.53 5.45
H 7.87 -0.80 5.65
H 9.22 -1.40 3.67
C 0.70 4.46 -0.38
C 0.48 4.60 -1.87
O 1.20 5.74 -2.38
C 2.50 5.55 -2.63
O 3.09 4.52 -2.45
C 3.12 6.82 -3.21
F 2.75 7.92 -2.54
F 2.75 7.00 -4.50
F 4.46 6.79 -3.19
H 0.44 5.38 0.14
H 0.09 3.65 0.02
H 1.75 4.25 -0.15
H -0.57 4.79 -2.07
H 0.76 3.70 -2.41
F -3.74 -2.32 -5.06
F 1.63 0.71 -6.90
```

net charge = -1
DFT total energy = -173312.011 eV
HOMO-LUMO gap = 1.977 eV



[2]
ORCA calculation (ωB97M-V with the def2-TZVPD basis set) on a structure of composition C30H48N6O3RuSSi in a non-equilibrium geometry.

The geometry in XYZ format:
```
90
C30H48N6O3RuSSi (ωB97M-V with the def2-TZVPD basis set)
Ru 0.94 -0.11 -0.09
N 1.88 2.02 -0.86
C 0.90 3.08 -1.14
C 1.22 4.39 -0.40
C 1.62 4.30 1.08
C 0.76 3.46 2.03
N -0.69 3.69 1.97
C -1.31 4.86 2.04
N -2.51 4.99 1.48
N -0.74 5.88 2.70
C -0.52 2.61 -0.78
O -1.45 3.36 -1.10
O -0.62 1.54 -0.09
H 2.62 2.33 -0.25
H 2.30 1.66 -1.71
H 0.88 3.30 -2.20
H 0.34 5.03 -0.52
H 2.04 4.89 -0.92
H 1.68 5.33 1.45
H 2.64 3.90 1.16
H 1.11 3.60 3.06
H 0.88 2.41 1.79
H -1.21 2.93 1.54
H -2.66 4.45 0.63
H -3.00 5.87 1.54
H 0.03 5.70 3.32
H -1.22 6.75 2.79
C 3.39 -2.45 -4.67
N 1.98 -2.46 -4.30
C 0.95 -3.05 -5.01
C -0.19 -2.83 -4.31
N 0.16 -2.11 -3.19
C 1.48 -1.89 -3.18
S 2.41 -1.05 -2.01
H 3.48 -2.83 -5.69
H 3.96 -3.07 -4.00
H 3.78 -1.44 -4.63
H 1.11 -3.56 -5.94
H -1.20 -3.12 -4.50
H -0.42 -1.85 -2.31
C 5.17 1.06 -0.17
C 5.06 0.08 1.01
C 5.53 -1.32 0.56
C 3.68 0.02 1.54
H 6.19 1.07 -0.56
H 4.92 2.08 0.14
H 4.50 0.75 -0.98
H 5.72 0.42 1.81
H 4.91 -1.67 -0.27
H 5.46 -2.03 1.38
H 6.57 -1.27 0.23
H 3.47 -0.08 2.60
H 2.87 -0.20 0.83
C -3.76 0.47 -0.87
C -3.68 -1.06 -0.78
C -4.91 -1.61 -0.04
C -3.67 -1.62 -2.21
Si -2.06 -1.63 0.04
O -0.78 -1.33 -0.91
C -2.14 -3.46 0.47
C -2.95 -3.94 1.50
C -2.95 -5.28 1.85
C -2.14 -6.18 1.16
C -1.33 -5.72 0.13
C -1.33 -4.37 -0.21
C -1.59 -0.75 1.65
C -0.25 -0.92 2.03
C 0.31 -0.20 3.09
C -0.47 0.71 3.79
C -1.81 0.86 3.46
C -2.36 0.13 2.41
H -4.64 0.77 -1.46
H -2.87 0.89 -1.34
H -3.85 0.94 0.12
H -5.83 -1.29 -0.54
H -4.95 -1.26 1.00
H -4.91 -2.70 -0.02
H -4.57 -1.31 -2.74
H -3.64 -2.72 -2.21
H -2.80 -1.25 -2.77
H -3.59 -3.25 2.05
H -3.58 -5.63 2.65
H -2.14 -7.23 1.43
H -0.69 -6.42 -0.40
H -0.68 -4.02 -1.01
H 0.32 -1.73 1.58
H 1.33 -0.39 3.40
H -0.04 1.27 4.61
H -2.43 1.54 4.03
H -3.42 0.25 2.18
```

energy above the lowest of the compared OMol25 structures with the same formula, charge and spin = 18.0 kcal per mole
multiplicity = 6
⟨S²⟩ = 8.76
net charge = +1
DFT total energy = -68263.333 eV
HOMO-LUMO gap (spin up / spin down) = 8.069 / 7.405 eV



[3]
ORCA calculation (ωB97M-V with the def2-TZVPD basis set) on a cluster of 2 separate species, C2H8NO in total in a non-equilibrium geometry.

The geometry in XYZ format:
```
12
C2H8NO (ωB97M-V with the def2-TZVPD basis set)
C -1.52 -0.69 0.08
C 2.03 0.49 -0.01
N -0.97 0.68 0.13
O 2.04 -0.77 -0.02
H -1.75 -0.80 -0.91
H -0.83 -1.36 0.30
H -2.34 -0.73 0.67
H 1.36 0.99 -0.71
H 2.84 1.05 0.69
H -1.23 1.10 0.99
H -1.01 1.33 -0.62
H 1.37 -1.29 -0.60
```

energy above the lowest of the compared OMol25 structures with the same formula, charge and spin = 84.7 kcal per mole
net charge = +1
DFT total energy = -5731.209 eV
HOMO-LUMO gap = 7.434 eV